{
  "formula": "C5H10O",
  "method": "wB97M-V/def2-TZVPD",
  "homo_ha": -0.30595,
  "gap_ha": 0.3457,
  "species": ["C", "C", "C", "C", "C", "O", "H", "H", "H", "H", "H", "H", "H", "H", "H", "H"],
  "coordinates": [[-0.698, -0.524, -1.583], [0.511, -0.286, 0.032], [1.932, -0.141, -0.380], [-0.112, 0.903, 0.634], [-1.314, 0.752, 1.435], [-0.044, 0.959, 2.054], [-1.581, -1.011, -1.170], [-0.295, -1.161, -2.398], [-0.964, 0.455, -2.004], [0.291, -1.240, 0.495], [1.157, -0.476, -1.215], [2.654, -0.929, -0.213], [2.355, 0.830, -0.612], [0.089, 1.850, 0.124], [-2.014, 1.581, 1.508], [-1.742, -0.245, 1.564]],
  "mulliken_charge": [-1.255, -0.078, -1.053, 0.164, -0.459, -0.461, 0.348, 0.425, 0.306, 0.317, 0.253, 0.295, 0.285, 0.399, 0.275, 0.240]
}

---

{
  "formula": "C6H8NPS2",
  "method": "wB97M-V/def2-TZVPD",
  "homo_ha": -0.28760,
  "gap_ha": 0.2731,
  "species": ["C", "C", "C", "C", "C", "C", "N", "P", "S", "S", "H", "H", "H", "H", "H", "H", "H", "H"],
  "coordinates": [[-2.245, 2.184, -0.812], [-1.962, 1.337, -0.027], [-1.984, -1.114, 0.785], [-1.549, -1.838, -0.268], [-1.737, 0.310, 0.981], [2.891, -0.364, 0.095], [2.381, 0.601, -0.838], [0.836, 1.211, -0.807], [-0.422, -1.085, -1.364], [0.235, 0.813, 1.272], [-2.294, 3.046, -1.383], [-2.376, -1.621, 1.625], [-1.570, -2.980, -0.419], [-2.035, 0.770, 1.842], [3.976, -0.294, 0.209], [2.501, -0.200, 1.072], [2.707, -1.377, -0.153], [2.649, 0.603, -1.811]],
  "mulliken_charge": [-0.024, -0.420, -0.537, -0.230, -0.404, -0.712, -0.203, 0.104, -0.261, -0.191, 0.489, 0.324, 0.279, 0.590, 0.320, 0.272, 0.303, 0.302]
}

---

{
  "formula": "C5H15NO3",
  "method": "wB97M-V/def2-TZVPD",
  "homo_ha": -0.35192,
  "gap_ha": 0.3666,
  "smiles": "C=NC(=C)CC.O.O.O",
  "species": ["C", "C", "C", "C", "C", "N", "H", "H", "H", "H", "H", "H", "H", "H", "H", "H", "H", "O", "H", "H", "O", "H", "H", "O"],
  "coordinates": [[-1.759, 2.201, -1.618], [-0.781, 1.979, -0.491], [-0.601, 0.536, -0.085], [-0.917, -0.003, 1.090], [1.143, -0.221, -1.384], [-0.119, -0.174, -1.247], [-2.012, 1.355, -2.346], [-2.813, 2.402, -1.221], [-1.674, 3.193, -2.104], [-1.002, 2.618, 0.309], [0.298, 2.341, -0.774], [-1.394, 0.466, 1.901], [-0.493, -0.952, 1.500], [1.555, -0.719, -2.278], [1.869, 0.083, -0.633], [-0.698, -3.492, 0.417], [-0.356, -4.558, -0.670], [-0.131, -4.372, 0.211], [1.376, 1.943, 3.641], [1.381, 1.929, 2.243], [1.922, 2.303, 2.871], [2.153, -3.575, -0.233], [1.082, -2.477, 0.284], [1.972, -2.803, 0.618]],
  "mulliken_charge": [-1.094, -0.505, 0.569, -0.966, -0.390, -0.371, 0.289, 0.293, 0.334, 0.475, 0.261, 0.381, 0.155, 0.312, 0.302, 0.346, 0.324, -0.661, 0.333, 0.295, -0.635, 0.364, 0.189, -0.601]
}

---

Which energy above the lowest of the compared OMol25 structures with the same formula, charge and spin belongs to each record? In order, 508.0 384.3 436.3 kJ/mol.